No. 1
DFT (ωB97M-V/def2-TZVPD) results for 11 unconnected molecules or ions with the total composition C51H120B4F16N7O6 in a non-equilibrium geometry.

- Orbital gap: 9.25 eV
- HOMO energy: -15.0355 eV
- E: -123731.871 eV
- Net charge: +3

Geometry as XYZ:
```
204
Properties=species:S:1:pos:R:3:mulliken_charge:R:1
F 2.603 1.395 -0.004 0.63
F 4.108 -0.026 -0.750 -0.06
F 0.567 -4.163 3.182 -0.33
F -2.687 2.820 4.089 -0.39
F -4.467 2.027 3.252 -0.32
F -0.160 -3.427 1.262 -0.37
F -4.531 2.499 5.374 -0.32
F 3.488 1.689 -1.963 0.00
F -3.438 0.801 4.710 -0.06
F -2.774 -3.247 -0.843 -0.31
F -1.151 -2.478 -2.221 -0.30
F 4.739 2.135 -0.102 -0.25
F -2.743 -1.110 -1.541 -0.03
F 0.464 -2.031 2.937 0.28
F 2.025 -3.291 1.773 -0.20
F -3.109 -2.870 -3.001 -0.39
O -0.854 1.171 0.532 -0.27
O 0.969 4.466 1.042 -0.33
O -7.968 -4.320 7.290 -0.35
O -3.898 -3.545 5.042 -0.48
O 2.823 -3.871 -1.349 -0.46
O 0.484 5.127 -2.183 0.08
N -0.481 -1.158 0.043 1.85
N -6.014 -2.581 6.330 -0.05
N -0.117 -0.076 6.846 0.62
N 4.639 -5.309 -1.113 0.06
N -3.124 1.532 -4.133 0.62
N 2.852 4.401 -0.801 0.32
N 4.230 -1.462 -6.227 0.76
C 3.112 5.295 0.413 -0.75
C 5.812 -1.304 -6.351 -1.11
C 1.206 0.146 6.084 -1.22
C -2.184 -0.351 1.837 -0.42
C 4.577 -3.008 0.042 -0.75
C -0.424 -2.570 6.615 -0.71
C 3.875 -2.512 -5.161 -1.31
C -4.249 -2.237 4.520 0.79
C -3.291 1.786 -5.665 -0.85
C -0.787 5.661 -2.552 -0.78
C 0.103 3.693 1.889 0.62
C 3.643 -0.326 -4.164 0.92
C 2.264 4.741 1.548 -0.25
C -4.771 1.379 -6.065 -0.67
C -3.919 4.024 0.250 -0.89
C -0.957 -1.197 6.178 0.45
C 3.688 -1.765 -3.800 0.72
C -5.171 -1.464 5.614 -1.06
C -4.160 0.353 -3.974 -0.26
C -3.587 2.805 -3.392 -1.39
C 5.440 -5.169 -2.461 -0.82
C -0.694 2.366 -4.361 0.45
C -4.144 3.909 -1.251 -1.29
C 7.849 -0.254 -7.288 -1.40
C 3.149 2.145 4.335 -1.59
C 4.167 -3.146 -8.202 -0.26
C 0.339 -2.237 7.973 -0.77
C -5.188 0.296 -5.115 -0.86
C 3.894 -4.036 -0.816 0.20
C 0.088 -0.741 8.252 -0.65
C -1.075 3.705 7.407 -1.44
C 0.891 -0.747 -0.654 -0.90
C -3.503 2.680 -1.840 0.73
C 2.926 4.904 -2.187 0.05
C -0.986 1.277 6.804 -0.75
C -7.851 -3.057 8.003 -0.60
C 0.768 2.083 -4.080 -0.83
C 3.571 -4.975 -9.931 -1.33
C -2.878 -4.106 4.249 -0.46
C 1.074 0.593 4.617 1.68
C -1.131 -0.011 0.765 -0.49
C 3.465 -0.197 -5.691 -1.10
C -7.197 -1.932 7.148 -0.63
C -0.166 2.546 7.252 0.02
C 6.334 -0.378 -7.457 -0.08
C 2.331 0.970 3.779 0.32
C -1.626 1.189 -3.919 -0.59
C -9.234 -4.553 6.706 -0.66
C 3.625 -1.872 -7.569 -1.42
C 3.296 -3.633 -9.378 -0.48
C 1.737 5.788 -2.492 -0.76
B -3.785 2.070 4.394 0.21
B 0.761 -3.183 2.272 -0.56
B 3.783 1.308 -0.715 -0.88
B -2.482 -2.423 -1.869 -0.26
H 1.735 6.250 -3.479 0.57
H 2.945 3.996 -2.790 -0.35
H 2.462 -0.175 -6.116 0.50
H -9.400 -3.707 6.040 0.29
H 3.550 -2.994 -10.224 0.27
H -7.014 -3.365 8.629 0.32
H 5.124 -2.419 -0.694 0.29
H 1.389 -2.448 7.768 0.38
H -4.520 0.554 -2.965 0.42
H -0.793 -0.455 8.827 0.44
H -3.613 -0.589 -3.945 0.17
H -1.382 0.340 -4.558 0.83
H -2.451 2.499 -1.618 -0.36
H -1.978 -1.090 6.545 0.26
H -9.918 -4.631 7.551 0.32
H -0.370 -1.931 0.683 -0.17
H -0.832 3.220 -3.697 -0.39
H -2.372 -4.802 4.918 0.30
H -5.422 -3.005 7.030 0.37
H -4.459 4.888 0.636 0.44
H 3.306 3.502 -0.713 0.01
H -6.786 -1.166 7.805 0.35
H 0.912 1.892 -3.017 -0.11
H -0.981 5.681 -3.625 0.42
H 5.175 -2.913 -8.545 0.23
H -0.961 -1.198 5.088 -0.58
H -2.178 -1.410 2.095 0.35
H 1.780 0.822 6.718 0.51
H 2.773 -5.304 -10.597 0.37
H 6.204 -0.944 -5.400 0.57
H -0.627 4.512 7.986 0.41
H -3.379 -1.594 4.389 -0.68
H -5.216 3.872 -1.443 0.49
H 2.907 -2.925 -5.445 0.30
H -2.948 3.578 -3.818 0.38
H 1.640 -0.794 0.137 0.32
H 0.570 2.736 2.123 -0.58
H -5.439 2.228 -5.919 0.37
H 4.540 -1.927 -3.140 -0.10
H 8.356 -1.191 -7.056 0.35
H -4.872 1.026 -7.092 0.38
H 3.541 1.829 5.302 0.47
H -1.403 0.910 -2.890 -0.37
H 3.997 -6.083 -1.022 0.41
H 2.910 0.058 3.637 0.52
H 2.927 6.301 0.037 0.36
H 4.017 2.389 3.722 0.37
H 1.402 2.948 -4.277 0.37
H 1.122 -1.559 -1.344 0.45
H 4.038 0.687 -5.969 0.25
H 2.255 -3.622 -9.057 0.35
H -5.953 -0.815 5.220 0.39
H 4.479 -4.865 -10.524 0.33
H 1.885 4.153 -0.648 0.07
H -2.847 4.067 0.443 -0.11
H 1.943 1.214 2.790 -0.52
H 8.142 0.434 -6.495 0.37
H 2.807 0.188 -3.689 -0.73
H -1.477 4.142 6.493 0.28
H 3.812 -5.688 -9.144 0.34
H -1.637 5.097 -2.170 -0.08
H 4.211 -3.995 -7.520 0.25
H -3.167 -0.007 1.517 0.63
H -4.819 -2.286 3.592 0.63
H 2.697 3.807 1.905 0.04
H -7.783 -1.501 6.336 0.46
H -1.815 1.122 7.494 0.78
H -9.193 -5.516 6.196 0.23
H -0.949 6.647 -2.116 0.36
H -4.166 1.928 -1.412 0.64
H 5.324 -5.374 -0.373 0.44
H -1.949 3.439 8.002 0.38
H 6.179 -2.308 -6.564 0.50
H 0.263 2.347 8.234 0.28
H -4.338 3.118 0.690 0.26
H 2.511 2.982 4.616 0.31
H -6.229 0.451 -4.832 0.32
H 5.838 0.588 -7.367 0.23
H -0.232 4.227 2.778 0.46
H 0.469 -0.140 4.084 -1.16
H 1.803 6.673 -1.860 0.42
H -8.710 -2.756 8.603 0.46
H -0.775 2.712 -5.392 0.49
H 8.389 0.193 -8.122 0.40
H 6.018 -0.849 -8.388 0.31
H -4.605 -0.824 6.292 0.43
H 4.803 -5.313 -3.334 0.32
H 4.168 5.284 0.684 0.39
H -0.186 -2.901 8.660 0.36
H -3.905 4.826 -1.789 0.61
H -2.087 -3.405 3.983 -0.09
H 0.873 0.220 -1.157 0.10
H 6.126 -6.011 -2.546 0.45
H -6.358 -3.303 5.713 0.40
H 4.508 0.235 -3.812 0.32
H 5.199 -3.546 0.758 0.59
H 1.122 1.324 -4.778 0.03
H 0.877 -0.153 8.720 0.46
H -3.376 -4.538 3.381 0.38
H 0.288 -2.963 5.889 0.10
H 3.609 -0.994 -8.214 0.64
H -2.497 1.271 -6.205 0.50
H 2.813 -1.983 -3.186 -0.07
H -4.601 3.005 -3.737 0.54
H -1.038 -1.520 -0.718 -0.04
H 3.865 5.427 -2.368 0.44
H 1.724 -0.811 6.017 0.46
H 4.478 -3.420 -5.169 0.45
H -1.999 0.271 2.712 -0.33
H -1.448 1.310 5.818 0.04
H 2.539 -1.928 -7.486 0.69
H -5.215 -0.650 -5.656 0.35
H 0.515 1.528 4.631 -0.05
H 0.638 2.694 6.532 0.00
H 6.035 -4.256 -2.474 0.34
H -1.162 -3.365 6.719 0.51
H -3.067 2.847 -5.785 0.42
H 2.374 5.462 2.358 0.52
H -0.690 3.327 1.237 -0.42
H 3.883 -2.482 0.698 0.02
```


No. 2
DFT (ωB97M-V/def2-TZVPD) results for 17 unconnected molecules or ions with the total composition C51H123N13O31 in a non-equilibrium geometry.

- Orbital gap: 9.24 eV
- HOMO energy: -9.2707 eV
- E: -137703.993 eV

Geometry as XYZ:
```
218
Properties=species:S:1:pos:R:3:mulliken_charge:R:1
O 1.684 -0.355 1.217 0.32
O 5.444 -0.559 4.856 -0.57
O -2.502 2.532 -0.014 -0.70
O 1.030 3.893 2.791 -0.45
O -0.052 3.858 4.637 -0.59
O -0.816 -1.341 -9.166 -0.71
O -0.326 -5.979 -2.989 -0.36
O 4.328 3.771 -4.805 -0.65
O -2.482 -1.244 -3.939 -0.47
O 3.259 -0.846 4.694 -0.36
O -4.682 -0.621 -2.024 -0.57
O 1.657 0.777 -4.612 0.21
O -4.549 5.367 6.108 -0.41
O 5.015 -5.025 3.229 -0.67
O 0.919 -4.116 -5.014 -0.25
O -3.222 -3.433 2.423 -0.24
O -1.810 1.196 -6.280 -0.50
O -3.904 0.962 -5.971 -0.64
O 5.151 1.824 -5.400 -0.59
O 5.138 4.405 4.072 -0.78
O -3.933 3.012 4.155 -0.32
O -3.982 8.096 6.109 -0.28
O 5.397 1.862 -0.390 -0.68
O 0.377 -6.054 4.482 -0.81
O -1.358 -2.084 -2.344 -0.34
O 1.720 -0.195 -1.948 0.70
O -3.817 -1.525 4.535 0.07
O 0.343 3.351 -8.722 -0.58
O -2.748 -4.925 -1.469 0.13
O -1.913 -1.839 6.727 -0.26
O -5.924 0.627 -3.295 -0.63
N 2.217 3.682 -7.548 -0.10
N -2.821 0.551 -6.375 1.02
N 5.620 2.835 1.694 -0.04
N -1.954 -2.201 -3.417 1.03
N 4.443 -1.249 4.764 0.81
N 2.792 -4.970 3.260 0.24
N -1.109 0.762 -0.522 1.78
N 4.737 2.615 -4.597 1.14
N 0.023 3.974 3.433 0.94
N -0.760 -4.189 5.253 0.34
N 3.242 3.807 5.228 0.06
N -4.906 0.353 -2.730 1.02
N -0.941 0.442 -10.615 -0.10
C 0.888 3.752 -7.718 0.60
C 3.874 -6.852 4.341 -1.18
C 3.113 3.399 -8.676 -1.00
C 3.213 5.845 3.973 -0.89
C -3.767 1.253 -2.732 -0.10
C -1.274 4.211 2.648 0.62
C -4.316 6.139 4.925 -0.21
C -4.165 -4.836 -1.645 -1.09
C -0.315 1.558 -11.366 -0.74
C 1.172 0.043 -9.356 -0.11
C -4.363 -2.564 2.396 -0.12
C -3.953 2.912 5.583 -0.02
C -4.769 7.581 5.071 -0.63
C 4.582 -2.728 4.977 -0.12
C -4.784 -2.192 3.798 -0.97
C 3.967 -5.542 3.562 0.90
C -4.356 9.428 6.399 -0.78
C 1.730 0.684 -5.982 -0.70
C 4.773 2.285 -3.145 -0.92
C 0.057 4.156 -6.470 -0.66
C -4.299 1.758 3.463 -0.63
C 3.907 2.752 6.034 -0.83
C -3.636 4.303 6.231 -0.99
C -1.892 -0.157 0.283 -1.21
C 0.987 -5.497 -2.938 0.00
C 3.947 4.559 4.374 0.72
C 1.614 0.348 2.453 -0.59
C -0.243 -3.346 4.158 -0.21
C -2.022 -3.500 -4.136 0.52
C -2.229 -6.295 -1.586 -0.89
C 6.609 1.867 2.292 -0.97
C -0.247 -0.380 -9.701 0.60
C -0.745 -6.262 -1.601 -0.39
C -0.808 -1.385 7.406 -0.91
C 1.569 -5.227 -4.368 -0.98
C 2.745 -0.564 -0.982 -1.85
C -2.901 -0.758 6.570 -0.62
C -2.842 -3.953 1.144 -0.78
C 1.441 -3.768 -6.268 -0.73
C 2.634 0.195 0.327 -0.03
C -1.186 -6.349 6.272 -1.42
C 1.792 -1.035 -3.095 -0.17
C 0.929 -0.347 -4.124 0.35
C 2.589 -3.956 2.215 -1.03
C 3.977 3.783 0.317 -0.68
C -2.759 -0.793 -6.991 -0.57
C -4.144 -1.315 5.910 -0.98
C 5.127 2.761 0.433 0.90
C -1.504 2.077 -0.643 0.50
C -0.576 2.935 -1.475 -1.13
C -0.398 -5.489 5.295 0.78
H -1.911 0.300 -10.724 0.26
H 1.635 -4.077 1.677 0.27
H -3.220 -0.332 7.514 0.48
H -4.582 8.148 4.135 0.38
H -5.419 9.496 6.612 0.31
H -0.036 -2.186 7.622 0.23
H 1.156 1.116 -9.109 -0.34
H 4.362 -2.879 6.059 0.32
H 2.760 3.939 -9.554 0.33
H 1.142 1.354 2.428 0.11
H 4.147 -7.621 3.618 0.26
H 2.250 3.969 5.416 0.13
H -1.044 -2.670 3.874 -0.05
H 4.110 3.813 -8.471 0.36
H -4.172 -1.671 1.808 0.06
H 3.630 6.697 4.554 0.33
H 3.947 1.626 -2.873 0.28
H 0.132 3.432 -0.774 0.07
H 2.433 -3.312 -6.160 0.25
H 2.648 0.572 2.803 0.14
H 1.461 -6.125 -4.950 0.45
H -4.604 2.012 2.444 0.41
H 2.854 -1.040 -3.499 0.26
H -2.279 0.384 1.129 0.46
H 3.631 -0.320 -1.429 0.73
H -0.542 4.996 -6.740 0.49
H -2.132 -5.893 6.542 0.34
H 0.052 0.059 -3.539 -0.87
H -5.251 1.442 4.040 0.29
H -3.652 4.061 7.269 0.44
H 2.751 4.055 -6.751 0.19
H -4.763 -5.588 -1.056 0.40
H -2.940 0.714 -3.183 -0.15
H -4.111 9.999 5.547 0.33
H -3.313 -1.460 -6.300 0.20
H -3.587 1.464 -1.654 0.08
H -4.061 2.071 -3.334 0.38
H 4.383 4.717 0.052 0.64
H -1.067 -1.003 8.349 0.46
H 2.630 -5.011 -4.222 0.41
H 0.714 -2.818 4.427 0.30
H -2.668 4.633 5.905 0.42
H -0.067 -3.933 3.255 -0.26
H 2.387 1.275 0.143 -0.16
H 1.301 -0.336 3.255 0.02
H -3.582 0.969 3.378 0.09
H 2.129 -0.281 -6.335 0.42
H -1.729 -1.055 -7.096 0.08
H 2.947 -7.048 4.816 0.32
H 2.249 1.488 -6.457 -0.04
H -1.120 3.692 1.697 -0.39
H 5.296 3.529 2.356 0.20
H -3.204 -0.775 -8.001 0.30
H 3.252 2.371 -8.821 0.29
H -1.064 3.784 -1.928 0.49
H -0.167 0.508 -0.855 -0.77
H 7.264 2.504 2.921 0.37
H -2.551 -3.178 0.445 0.28
H -0.591 3.254 -6.290 -0.12
H -4.811 5.557 4.083 0.29
H 0.732 4.393 -5.587 0.24
H -2.598 -6.841 -0.675 0.43
H 7.271 1.524 1.523 0.34
H -5.226 -3.090 1.909 0.40
H 2.824 -2.953 2.459 0.03
H 3.269 3.491 -0.478 0.14
H 3.649 0.164 0.767 0.61
H -2.327 -4.337 -3.525 -0.51
H -1.231 -7.298 5.801 0.43
H -0.318 -5.565 -0.922 0.18
H 3.740 -3.149 4.496 -0.40
H -3.233 6.216 4.773 0.14
H -2.670 -3.340 -5.031 0.22
H -4.871 -3.228 4.232 0.30
H -2.443 -0.087 5.926 0.35
H -3.640 -4.591 0.789 0.39
H 4.785 3.227 -2.656 0.27
H -0.585 -6.536 7.159 0.29
H 1.689 -6.147 -2.352 0.43
H 3.285 -4.173 1.433 0.56
H -3.751 9.748 7.267 0.22
H 3.407 5.976 2.908 0.25
H 1.972 -5.379 3.753 0.17
H 6.087 1.087 2.842 0.18
H 4.626 -6.797 5.195 0.31
H -1.321 -0.995 0.659 0.44
H 0.987 -4.537 -2.394 -0.03
H -2.116 3.737 3.147 -0.41
H 0.700 0.650 -6.435 0.30
H -1.936 -4.508 1.300 0.17
H -4.971 -0.631 5.938 0.45
H -0.347 -7.226 -1.282 0.43
H 5.578 -3.081 4.729 0.34
H 3.676 2.956 7.062 0.34
H -1.328 5.285 2.469 0.27
H 2.147 5.808 4.069 0.16
H 1.468 -0.420 -8.403 -0.11
H 1.922 -0.087 -10.099 0.56
H -4.271 -5.063 -2.737 0.42
H 0.641 -0.962 -4.972 0.49
H 1.536 -4.700 -6.877 0.36
H -3.210 2.201 5.969 -0.06
H -4.562 -3.836 -1.400 0.21
H -0.078 2.258 -2.171 0.00
H -5.852 7.614 5.335 0.39
H -2.640 -6.747 -2.442 0.48
H 0.331 2.185 -10.719 0.14
H 0.287 1.177 -12.201 0.28
H 1.460 -2.051 -2.868 -0.69
H -1.023 -3.657 -4.425 -0.38
H 3.469 1.789 5.755 0.19
H 3.465 3.869 1.252 -0.27
H 0.668 -3.110 -6.606 0.18
H -1.060 2.229 -11.743 0.36
H -4.386 -2.304 6.280 0.48
H 5.685 1.789 -2.873 0.40
H 4.953 2.805 5.801 0.31
H -1.425 -3.798 5.921 0.21
H -2.717 -0.542 -0.270 0.10
H -4.975 2.638 5.891 0.57
H -5.681 -1.581 3.808 0.31
H -0.275 -0.546 6.895 0.28
H 2.568 -1.610 -0.770 0.28
```


- Look up the HOMO energy of the first one.
  -15.0355 eV


- Which formula does entry 1 have?
  C51H120B4F16N7O6


- What is the formula in the first record?
  C51H120B4F16N7O6